[1]
{"formula": "C7H6DyO6S", "method": "wB97M-V/def2-TZVPD", "symbols": ["O", "C", "Dy", "O", "C", "C", "O", "C", "O", "C", "O", "C", "S", "C", "O", "H", "H", "H", "H", "H", "H"], "coordinates": [[-0.038, 3.883, -0.220], [0.021, 2.744, -0.216], [0.103, -0.221, 0.179], [-0.030, 0.005, -3.561], [0.012, -0.006, -2.416], [0.015, -2.529, -0.155], [-0.050, -3.675, -0.199], [-2.370, -0.015, -0.147], [-3.514, -0.001, -0.143], [2.587, -0.015, -0.144], [3.732, 0.001, -0.226], [-0.035, -1.485, 4.394], [-1.122, -0.455, 3.414], [-1.059, 1.036, 4.398], [-0.157, -0.061, 2.254], [-0.563, -1.738, 5.319], [0.903, -0.957, 4.613], [0.139, -2.421, 3.851], [-0.019, 1.300, 4.635], [-1.572, 1.838, 3.851], [-1.629, 0.851, 5.317]], "atomic_forces_ev_per_a": [[0.2, -3.6, 0.0], [-0.2, 3.1, 0.1], [0.3, 3.1, 1.8], [0.2, 0.0, 4.3], [-0.2, -0.1, -5.1], [-0.4, -7.5, -0.5], [0.3, 4.8, 0.1], [-5.2, 0.1, -0.1], [4.1, 0.0, -0.1], [5.7, 0.1, -0.5], [-4.7, 0.0, 0.3], [0.0, -0.4, 0.1], [0.0, 0.1, 2.1], [-0.4, 0.3, 0.2], [0.7, 0.0, -2.5], [0.0, 0.1, 0.0], [-0.3, 0.0, -0.1], [0.0, 0.2, 0.1], [-0.3, -0.2, -0.2], [0.2, -0.2, 0.1], [0.1, -0.1, -0.1]], "multiplicity": 6, "total_charge": 3, "homo_ev": [-21.9, -22.0], "s2": 8.994}

[2]
{"formula": "C2NOS", "method": "wB97M-V/def2-TZVPD", "symbols": ["C", "C", "N", "O", "S"], "coordinates": [[0.624, -0.389, -0.314], [-0.722, 0.480, 0.296], [1.653, -0.868, -0.569], [-1.633, -0.097, 0.842], [-0.495, 2.043, -0.218]], "atomic_forces_ev_per_a": [[-0.5, 0.0, 1.1], [0.5, -1.0, -1.3], [-1.0, 0.4, 0.0], [1.0, -0.2, 0.0], [0.0, 0.9, 0.1]], "total_charge": -1, "homo_ev": -4.0, "smiles": "N#CC([O-])=S"}

The records above give, respectively, ΔE to the lowest compared entry with this formula, charge and spin values of 94.4 0.0 kJ/mol.